No. 1
Formula: C17H35BFN3O7P
Source: the Open Molecules 2025 dataset
Level of theory: the ωB97M-V functional and the def2-TZVPD basis

The geometry in XYZ format:
```
65
Properties=species:S:1:pos:R:3:forces:R:3
C 0.066733 4.281036 2.422851 -0.018 -0.891 0.068
B -1.034597 3.045595 2.289032 -1.043 2.919 -0.503
O -2.463492 3.407029 2.375764 3.139 -0.199 1.531
C -0.428188 1.527653 2.050706 1.086 0.578 -1.301
N -1.018291 0.664233 3.184848 -0.189 0.673 -1.139
C -0.806451 -0.818566 2.971714 0.533 -2.311 0.951
C -0.243888 -1.424568 4.411270 -0.792 -0.991 -0.606
C 0.141531 -1.196296 1.679872 -0.060 -2.291 -0.580
O 1.602174 -0.966426 1.932692 -2.104 0.763 -1.043
C -0.037176 -2.845164 1.462446 -0.296 -0.532 -0.491
C 1.274683 -3.557501 0.785303 -0.935 -1.000 -0.357
C 2.409294 -4.081271 1.846459 1.623 1.432 -0.527
F 2.104983 -3.757026 3.278944 0.264 -0.890 -2.946
N -0.350738 -0.559345 0.399589 -0.005 0.868 1.764
C -0.716386 0.898820 0.565290 -3.194 0.355 0.414
P 0.106574 1.847928 -0.883905 0.955 0.379 -2.141
N -0.596713 3.469507 -1.127478 0.357 -1.437 -0.265
O -0.410813 0.941949 -2.322306 -2.017 0.706 3.129
H 0.960019 3.986314 1.693472 -1.713 0.994 1.654
H 0.454524 4.276953 3.546772 -0.545 0.242 -2.331
H -0.425757 5.306956 2.143519 1.207 -1.925 0.594
H -2.549103 4.271023 2.914858 0.228 -1.884 -1.598
H 0.748842 1.588477 2.194487 -2.493 -0.415 -0.089
H -0.592579 1.021771 4.081997 -0.693 -0.775 -1.028
H -2.054767 0.850096 3.175610 1.209 -0.027 0.357
H -1.873312 -1.301308 2.740196 2.410 1.166 0.413
H -0.766923 -2.489883 4.531297 1.456 2.334 -0.112
H 0.920433 -1.544612 4.384396 -2.327 0.287 0.081
H -0.618211 -0.777659 5.318158 0.797 -1.134 -1.794
H 2.089780 -0.834341 1.066756 -1.277 -0.260 1.182
H -0.949260 -3.062290 0.723116 1.909 0.670 1.597
H -0.293480 -3.411741 2.454686 0.607 1.301 -1.776
H 1.709165 -2.871098 -0.087898 -0.736 -1.467 2.125
H 0.869793 -4.530558 0.224712 0.825 2.248 1.231
H 2.706808 -5.213935 1.716448 -1.156 2.236 0.661
H 3.402500 -3.466130 1.598485 -2.120 -1.326 0.841
H -1.206509 -1.016863 0.015400 1.347 0.064 0.716
H -1.889257 0.978261 0.381733 2.003 -0.048 0.633
H 0.160389 4.115897 -1.474491 -1.201 -1.163 0.434
H -1.425662 3.467790 -1.762448 0.686 0.276 0.844
H -1.398192 0.699658 -2.217371 2.115 0.533 -0.502
O 1.192059 -5.113257 -2.069507 1.402 -1.171 0.701
C 2.255570 -5.687355 -1.903570 -1.659 1.121 -0.300
O 2.526558 -6.517848 -0.854267 -0.709 0.539 -0.368
C 3.892883 -6.923730 -0.919039 0.607 -0.495 0.395
C 4.295944 -6.735462 -2.358141 0.701 -0.362 -0.504
C 3.461875 -5.553343 -2.782797 0.222 -0.294 -0.382
H 4.476618 -6.295318 -0.238218 -0.039 -0.031 -0.026
H 3.982942 -7.967187 -0.603273 -0.206 0.245 0.105
H 5.370557 -6.581902 -2.487666 -0.152 -0.084 0.087
H 4.007242 -7.617474 -2.942709 0.088 0.129 0.127
H 3.959747 -4.604544 -2.564356 -0.145 0.027 -0.105
H 3.188767 -5.613705 -3.838818 -0.081 0.371 0.229
O -3.743667 4.097346 -2.054497 -0.252 1.187 -1.091
C -3.676330 5.047937 -2.816089 -0.389 -1.466 0.740
O -4.728367 5.529684 -3.540883 0.499 -0.700 0.889
C -4.266853 6.569948 -4.401485 -0.266 0.528 -0.642
C -2.990411 7.067320 -3.775199 0.483 0.822 -0.103
C -2.433084 5.824054 -3.129380 0.236 0.468 0.125
H -4.104184 6.150832 -5.400006 -0.040 0.011 0.094
H -5.023278 7.357483 -4.466526 -0.023 -0.337 0.036
H -2.309417 7.529477 -4.494788 -0.175 -0.040 0.070
H -3.221400 7.810521 -3.002340 0.033 -0.098 -0.162
H -1.816498 5.246344 -3.823560 0.012 -0.059 0.121
H -1.875750 6.059816 -2.219870 0.009 -0.366 -0.126
```
Positions in Å, forces in eV/Å.

Its LUMO energy is -2.7943 eV. The calculation puts the largest force on an atom at 3.79 eV/Å. Its total charge is +1. The energy above the lowest of the compared OMol25 structures with the same formula, charge and spin comes out at 105.1 kcal per mole.

---

No. 2
Formula: C17H35BNO6P
Source: the Open Molecules 2025 dataset
Level of theory: the ωB97M-V functional and the def2-TZVPD basis

The geometry in XYZ format:
```
61
Properties=species:S:1:pos:R:3:forces:R:3
C -0.121540 -0.751958 1.486931 -0.399 0.164 0.976
C -1.455813 -0.865596 0.613136 0.311 -0.550 0.363
C -1.250793 -0.729614 -0.973593 -0.151 0.136 -0.160
C 0.261365 -0.510392 -1.445550 0.127 -0.130 -0.223
P 0.317880 0.079515 -3.273826 -0.360 1.327 1.185
N 2.058699 0.121351 -3.761776 1.607 1.231 4.991
C 2.715457 0.652271 -2.778400 1.764 3.232 -1.204
O 3.410463 1.427009 -2.076905 -3.834 -4.847 -3.403
B -0.609364 -1.148953 -4.420169 -0.551 -2.682 -2.240
O -1.033270 -0.655514 -5.717381 0.538 0.169 3.441
O -0.892539 -2.524361 -4.116083 1.107 2.170 -0.053
H 0.270805 0.326511 1.596641 -0.606 -1.580 -0.452
H 0.734375 -1.417628 1.144236 -1.164 0.828 0.281
H -0.397684 -1.071021 2.559747 0.456 0.374 -1.670
H -2.220243 -0.118001 1.014779 1.078 -0.949 -0.777
H -1.913478 -1.905744 0.804169 0.734 1.553 -0.202
H -1.686216 -1.662713 -1.463475 0.636 1.264 0.486
H -1.866837 0.155616 -1.345105 0.778 -1.104 0.406
H 0.707174 0.373414 -0.853538 -0.480 -1.544 -0.863
H 0.920146 -1.448585 -1.373080 -0.940 1.350 0.319
H -1.068671 0.321083 -5.574032 0.110 -0.864 -0.632
H -0.287641 -2.843948 -3.408458 -0.783 0.389 -0.640
C -7.027392 0.551291 0.744946 -0.316 -0.020 -0.336
C -6.598829 -0.368958 1.866611 -0.034 0.011 0.449
C -5.258606 -0.871986 1.367016 0.230 -0.228 -0.163
O -4.695222 0.175242 0.564866 -0.313 0.013 0.086
C -5.707132 1.160839 0.315993 0.264 0.232 0.028
H -7.763289 1.298559 1.046254 0.067 -0.031 -0.033
H -7.452078 -0.036303 -0.075550 0.005 0.075 0.043
H -6.462023 0.207496 2.787369 -0.016 -0.074 -0.034
H -7.306926 -1.173840 2.070211 0.072 0.036 -0.019
H -5.377395 -1.755162 0.730215 -0.023 -0.057 0.078
H -4.573496 -1.119548 2.181293 0.056 0.050 -0.107
H -5.466318 2.046715 0.913708 -0.073 0.053 -0.052
H -5.696618 1.439862 -0.739887 0.110 -0.051 0.047
C 6.356518 0.506725 -4.057644 -0.354 -0.382 0.021
C 7.868852 0.509275 -4.080314 0.329 0.123 0.307
C 8.161372 0.996050 -5.486056 -0.005 0.001 -0.360
O 7.080726 1.862370 -5.858564 0.031 -0.212 0.267
C 6.023020 1.722056 -4.899393 -0.005 0.356 -0.053
H 5.929727 0.554502 -3.054526 0.023 0.034 -0.073
H 5.983871 -0.400246 -4.545506 -0.029 0.062 0.042
H 8.248758 1.229738 -3.348603 0.015 -0.068 -0.043
H 8.314658 -0.463166 -3.864407 -0.020 0.064 -0.039
H 8.184249 0.164282 -6.198389 0.095 -0.039 0.038
H 9.107329 1.538340 -5.553701 -0.100 0.043 -0.074
H 5.999285 2.631567 -4.289427 -0.096 -0.036 0.041
H 5.066627 1.625969 -5.418239 0.090 0.048 -0.061
C -0.905846 0.053823 7.222202 0.109 -0.198 0.392
C -0.172050 0.916181 6.218367 -0.028 0.418 -0.102
C -0.000979 -0.036128 5.051263 0.174 -0.196 -0.130
O -1.119782 -0.932505 5.079156 0.074 0.198 0.221
C -1.808255 -0.773016 6.326907 -0.279 -0.050 -0.201
H -1.456746 0.623985 7.972024 0.014 -0.056 -0.056
H -0.195422 -0.597926 7.741223 -0.075 0.042 -0.001
H -0.803627 1.760219 5.922564 0.076 -0.031 0.008
H 0.775285 1.312226 6.587718 -0.052 -0.041 -0.048
H 0.910410 -0.634505 5.156667 0.066 0.081 -0.030
H 0.031374 0.480696 4.090261 -0.046 -0.094 0.052
H -2.751363 -0.253291 6.125392 -0.033 -0.018 0.098
H -2.034942 -1.754169 6.749707 0.020 0.004 -0.129
```
Positions in Å, forces in eV/Å.

Its LUMO energy is 0.2317 eV. The SMILES is CCCCP(N=C=O)B(O)O.C1CCOC1.C1CCOC1.C1CCOC1. The calculation puts the largest force on an atom at 7.05 eV/Å. Its total charge is 0.

---

No. 3
Formula: C17H35CdF5NO7P2SbSi3
Source: the Open Molecules 2025 dataset
Level of theory: the ωB97M-V functional and the def2-TZVPD basis

The geometry in XYZ format:
```
72
Properties=species:S:1:pos:R:3:forces:R:3
Cd -0.149251 -1.263822 -0.183131 0.760 0.004 0.644
N -2.216976 -4.355676 -0.766239 -0.090 0.089 -0.122
C -2.716627 -3.093205 -1.480951 0.105 -0.007 0.165
C -3.999306 -3.411422 -2.233238 -0.006 -0.052 0.042
P -1.310976 -2.759470 -2.678990 0.241 -0.052 0.072
O -1.551215 -1.262833 -3.190714 -0.064 0.091 0.018
O -1.420468 -3.745461 -3.769788 -0.061 -0.168 0.145
O -0.081383 -2.724044 -1.783646 -0.444 0.140 -0.229
P -2.950544 -1.821327 -0.125402 -0.101 -0.297 0.007
O -4.393774 -2.237701 0.452871 0.114 -0.137 0.112
O -2.953907 -0.448162 -0.674845 -0.044 -0.006 -0.089
O -1.904339 -2.216888 0.900248 -0.075 0.000 -0.338
H -2.045949 -5.097868 -1.449096 -0.014 -0.005 -0.027
H -2.880815 -4.674799 -0.059547 -0.059 -0.010 -0.060
H -1.335341 -4.148312 -0.277195 0.050 0.091 -0.004
H -3.794531 -4.048167 -3.094349 -0.004 -0.013 0.019
H -4.433972 -2.478617 -2.593976 0.012 0.008 -0.011
H -4.735669 -3.882432 -1.580020 -0.020 0.027 -0.001
H -2.025517 -1.257437 -4.028763 -0.001 0.026 -0.109
H -5.027071 -1.523933 0.333136 -0.106 0.090 -0.019
C 0.632216 1.992652 3.486912 -0.120 -0.115 0.185
Si 1.613269 2.466947 1.987837 -0.210 -0.111 0.110
C 3.392205 1.992141 2.140384 0.240 -0.152 -0.046
C 1.523671 4.302675 1.711828 -0.032 0.234 -0.107
Sb 0.450869 1.347804 0.018129 0.182 0.519 -0.341
Si -1.430857 2.898280 -0.742187 0.029 -0.081 -0.055
C -1.932939 2.277191 -2.420205 0.009 -0.198 -0.165
C -0.945555 4.694461 -0.890987 0.130 0.166 0.013
C -2.779581 2.722974 0.521220 -0.175 -0.070 0.173
Si 2.236264 1.419574 -1.815269 -0.139 0.032 0.073
C 1.544172 0.542951 -3.297629 -0.172 -0.099 -0.148
C 2.665148 3.185585 -2.224453 0.096 0.205 0.001
C 3.688091 0.468367 -1.166333 0.121 -0.185 0.072
H 0.982525 2.535858 4.369841 -0.022 -0.031 -0.023
H 0.727488 0.921748 3.681340 -0.008 0.038 0.014
H -0.426922 2.218741 3.339079 0.024 0.001 0.052
H 3.769514 2.426406 3.072083 0.027 -0.041 -0.030
H 3.977013 2.404860 1.316286 0.032 0.006 0.044
H 3.540698 0.912206 2.174992 -0.014 0.016 0.010
H 2.104604 4.800896 2.494585 -0.027 0.017 -0.035
H 0.499639 4.675282 1.759913 0.018 0.008 0.014
H 1.942754 4.588011 0.743569 -0.006 0.024 0.046
H -1.285292 2.702762 -3.192241 -0.035 -0.040 0.001
H -2.965502 2.568185 -2.634549 0.044 0.030 -0.016
H -1.876105 1.187086 -2.464995 -0.062 0.047 -0.020
H 0.046941 4.830106 -1.325803 -0.069 0.023 -0.006
H -0.962855 5.204226 0.073298 0.012 0.004 -0.033
H -1.670375 5.188240 -1.546682 0.034 0.006 0.037
H -2.845052 1.693194 0.874825 -0.050 0.014 -0.032
H -3.744652 2.983110 0.076555 0.022 0.035 0.044
H -2.603519 3.384291 1.373318 -0.017 -0.038 0.006
H 0.716683 1.092646 -3.752568 0.025 -0.037 -0.001
H 1.174910 -0.449935 -3.027527 0.019 0.009 -0.046
H 2.330521 0.413091 -4.047611 -0.037 0.027 0.001
H 1.762912 3.789554 -2.341251 0.055 -0.001 -0.050
H 3.234015 3.242390 -3.157697 -0.005 -0.002 0.057
H 3.272157 3.631566 -1.431116 -0.046 0.017 -0.044
H 3.354435 -0.499534 -0.779128 0.058 0.018 -0.013
H 4.196611 0.988516 -0.356243 0.035 -0.009 -0.005
H 4.407917 0.292950 -1.971538 -0.008 -0.009 0.034
F 1.290043 -5.255422 5.207601 0.011 0.026 -0.029
C 1.380491 -4.382197 4.193378 -0.015 -0.071 0.104
C 1.971475 -3.144908 4.374430 0.061 0.073 0.055
F 2.461831 -2.818670 5.577233 -0.039 -0.011 -0.065
C 2.052712 -2.243963 3.330272 0.075 0.083 0.177
F 2.613112 -1.042392 3.571099 -0.013 -0.033 -0.044
C 1.560710 -2.518431 2.046576 -0.026 0.200 -0.461
O 1.631972 -1.661130 1.061935 -0.078 -0.209 0.294
C 0.983882 -3.787943 1.911906 -0.074 -0.210 0.023
F 0.489684 -4.152900 0.698183 -0.039 0.063 0.046
C 0.880543 -4.695229 2.945815 -0.035 -0.043 -0.093
F 0.293143 -5.883289 2.735220 0.019 0.036 0.009
```
Positions in Å, forces in eV/Å.

Its LUMO energy is 0.1403 eV. The calculation puts the largest force on an atom at 1.00 eV/Å. Its total charge is 0. The energy above the lowest of the compared OMol25 structures with the same formula, charge and spin comes out at 8.0 kcal per mole.

---

- The lowest largest force on an atom belongs to which entry?
  C17H35CdF5NO7P2SbSi3

---

- The highest total charge belongs to which entry?
  C17H35BFN3O7P

---

- The highest largest force on an atom belongs to which entry?
  C17H35BNO6P

---

- The highest LUMO energy belongs to which entry?
  C17H35BNO6P